Record 1
Below is a 2-piece molecular cluster, C5H6N2O overall in a non-equilibrium geometry, with properties calculated with ωB97M-V with the def2-TZVPD basis set.

Charge: 0
Energy above the lowest of the compared OMol25 structures with the same formula, charge and spin: 7.092 eV
Kohn-Sham gap: 8.10 eV

```
14
Properties=species:S:1:pos:R:3:forces:R:3:lowdin_charge:R:1
C -1.935 0.273 -0.003 -1.4 0.1 3.2 -0.0968
C -0.372 0.016 -0.223 -4.1 4.3 1.3 -0.2294
C 0.554 1.139 -0.035 -3.1 -3.5 -0.2 -0.1761
C -0.270 -1.363 -0.008 0.3 -4.0 0.2 -0.4227
C 1.157 -1.683 -0.088 4.8 -3.0 0.8 -0.1248
H -2.168 0.083 1.295 0.8 0.1 -3.9 0.1579
H -1.985 1.373 0.061 -0.9 -0.3 -0.8 0.0266
H -2.882 -0.361 -0.518 3.2 2.0 1.0 0.1368
H 0.258 2.285 -0.184 0.3 -2.9 0.6 0.1569
H 2.343 1.664 -0.493 -0.7 -2.3 4.0 0.2299
H 2.281 0.005 -0.429 -1.9 1.8 3.8 0.1442
N 1.815 0.763 0.441 4.2 3.6 -8.4 -0.0216
N 2.325 -1.895 0.013 -4.3 0.4 -0.7 0.1693
O -1.121 -2.301 0.172 2.7 3.7 -0.7 0.0498
```
Positions in Å, forces in eV/Å.

---

Record 2
Below is the molecule C5H6N2O in a non-equilibrium geometry, with properties calculated with ωB97M-V with the def2-TZVPD basis set.

Charge: 0
Energy above the lowest of the compared OMol25 structures with the same formula, charge and spin: 2.623 eV
Kohn-Sham gap: 9.67 eV
SMILES: N#CC1=CNC[C@@H]1O

```
14
Properties=species:S:1:pos:R:3:forces:R:3:lowdin_charge:R:1
N 3.118 -0.290 -0.056 -9.5 1.9 1.5 0.1166
C 1.885 -0.096 0.140 9.0 -2.0 -0.8 -0.1200
C 0.471 -0.247 0.355 0.6 2.5 -0.9 -0.2293
C -0.135 -1.262 -0.149 -3.9 -2.8 -1.3 -0.0978
N -1.577 -1.189 -0.408 1.7 -1.7 1.5 -0.0190
C -1.934 0.116 0.255 -0.3 -0.6 0.0 -0.1194
C -0.572 0.868 0.424 1.5 0.3 2.5 -0.3421
O -0.201 1.904 -0.449 -1.1 -1.0 -1.8 -0.0213
H 0.315 -2.151 -0.427 0.9 -1.7 -0.6 0.1078
H -2.041 -2.150 -0.043 1.1 3.3 -1.0 0.1812
H -2.233 -0.152 1.253 -0.4 0.2 0.6 0.1017
H -2.805 0.635 -0.237 1.3 -0.3 0.3 0.1337
H -0.369 1.182 1.500 -1.2 0.7 -1.4 0.1636
H -0.324 1.485 -1.359 0.4 1.1 1.5 0.1443
```
Positions in Å, forces in eV/Å.

---

Record 3
Below is the molecule C5H6N2O in a non-equilibrium geometry, with properties calculated with ωB97M-V with the def2-TZVPD basis set.

Charge: 0
Energy above the lowest of the compared OMol25 structures with the same formula, charge and spin: 5.236 eV
Kohn-Sham gap: 9.57 eV
SMILES: C#C/C=C\C(=O)NN

```
14
Properties=species:S:1:pos:R:3:forces:R:3:lowdin_charge:R:1
C -1.587 -0.668 -1.654 -0.8 -2.1 -2.2 0.0577
C -1.343 -0.499 -0.478 -0.8 1.1 0.5 -0.1741
C -1.377 -0.214 0.970 0.7 -1.8 -0.1 -0.1006
C -0.397 0.345 1.712 0.5 0.5 -0.6 0.0047
C 0.719 1.110 0.977 0.6 -1.1 -1.4 -0.4447
O 0.907 2.251 1.311 0.3 0.1 -0.1 0.0593
N 1.539 0.540 -0.106 -0.2 -0.6 -0.7 -0.0432
N 1.315 -0.729 -0.826 -1.7 0.9 -1.0 -0.0923
H -1.819 -1.206 -2.697 0.7 1.9 3.0 0.1123
H -2.182 -0.855 1.380 0.3 1.0 0.3 0.1145
H -0.365 0.555 2.843 -0.4 -0.7 -2.0 0.1432
H 1.929 1.198 -0.814 -0.5 0.0 1.7 0.1307
H 2.191 -1.399 -1.007 -2.5 2.8 0.3 0.1230
H 0.471 -0.429 -1.611 3.8 -2.0 2.4 0.1095
```
Positions in Å, forces in eV/Å.